No. 1
The following is a DFT calculation (the ωB97M-V functional and the def2-TZVPD basis) of C36H103AgN14O12 as an isolated structure in a non-equilibrium geometry.

XYZ file:
```
166
Properties=species:S:1:pos:R:3:mulliken_charge:R:1
C -1.163 -6.781 -11.690 -0.293
H -6.898 -7.193 -4.435 0.199
H 0.048 -6.243 -3.860 0.518
H -6.520 -11.271 -6.504 -0.257
C -6.748 -7.629 -12.936 0.366
H -6.675 -10.831 -8.767 -0.240
H -1.477 -6.022 -2.281 0.598
H -4.713 -5.842 -8.217 -0.382
C 2.567 -7.632 -6.778 -0.895
N -4.459 -13.221 -8.696 0.621
C -2.976 -11.229 -12.035 1.353
H -3.066 -9.043 -8.537 0.230
H -3.156 -12.434 -6.542 0.263
H -2.726 -13.290 -12.668 0.335
H -7.131 -7.740 -6.424 -0.540
N 1.042 -12.209 -7.372 -0.755
N -5.787 -8.285 -12.132 0.267
C -7.649 -8.354 -7.161 0.281
H -0.692 -10.149 -13.702 0.216
O -5.458 -4.852 -5.899 -0.487
H -2.170 -10.589 -11.676 -0.283
H -4.044 -6.939 -13.640 0.179
H 1.196 -5.225 -12.604 0.335
H -5.070 -7.657 -11.797 -0.029
H -6.259 -6.213 -3.547 0.242
H -8.456 -8.338 -14.151 0.424
H -8.484 -11.996 -9.983 0.468
H -2.666 -8.380 -11.955 -1.496
H -9.413 -5.555 -10.644 0.366
C 3.101 -5.794 -8.479 0.423
H -6.284 -8.362 -11.256 -0.159
H -7.826 -5.057 -10.113 0.320
H 1.499 -6.193 -11.160 0.142
H 3.534 -6.521 -9.166 0.435
H -8.582 -7.821 -7.343 0.424
H 1.516 -7.619 -7.069 -0.230
C -2.968 -6.987 -13.470 -1.344
C -0.925 -4.620 -7.538 0.479
O 3.686 -4.513 -8.626 -0.411
C -7.874 -12.468 -9.212 -1.779
N -6.032 -7.124 -3.919 -0.500
N 2.692 -5.493 -6.178 -0.642
H -6.437 -5.805 -11.974 0.303
H -6.532 -9.844 -4.125 0.220
N -4.662 -14.823 -7.399 -0.322
O -3.129 -15.030 -8.963 -0.706
O -1.577 -11.460 -5.721 -0.517
H -4.704 -12.442 -2.125 0.436
H 1.974 -11.999 -7.046 0.302
C -3.973 -14.379 -8.428 0.571
H 1.859 -6.756 -12.848 0.406
Ag -3.839 -6.665 -5.250 1.781
H -3.595 -5.785 -11.228 0.294
H -2.580 -7.676 -14.221 0.009
C 3.373 -3.836 -9.900 -0.750
O -7.993 -9.656 -6.708 -0.391
H 0.556 -7.762 -4.329 0.464
H -0.497 -6.964 -5.442 -0.067
H -9.361 -11.175 -7.412 0.422
C 0.503 -10.884 -7.225 0.395
C -7.348 -11.491 -8.219 1.170
C -3.868 -8.578 -7.963 -0.085
H 2.569 -8.007 -5.755 0.442
H -3.131 -6.980 -2.327 0.445
C -2.533 -7.308 -12.100 2.725
H -6.989 -12.857 -9.716 0.310
H -2.694 -5.970 -13.748 0.466
H -1.454 -12.751 -11.520 0.281
C -8.483 -10.591 -7.690 -1.216
N -6.020 -3.190 -7.137 -0.402
H 0.840 -10.427 -6.294 0.322
O 0.156 -4.272 -7.312 -0.716
H -1.891 -9.201 -4.907 -0.138
H 2.013 -5.778 -8.552 -0.492
H -1.577 -10.035 -7.288 -0.328
O -2.622 -5.462 -3.681 -0.082
H -4.110 -11.559 -13.863 0.432
C -7.325 -8.184 -2.283 -1.603
H -1.067 -5.706 -11.543 0.434
H -4.774 -8.486 -8.562 -0.244
C -5.010 -11.750 -2.910 -0.443
H -0.461 -6.263 -8.577 -0.131
H -8.992 -10.131 -8.537 0.447
C -3.589 -4.539 -3.070 -0.877
C -1.075 -10.971 -7.045 -0.207
C -1.490 -7.703 -3.487 0.535
N -2.384 -8.598 -4.264 -0.275
N -6.493 -11.996 -7.206 -0.251
H 0.695 -12.664 -6.540 0.334
H 2.045 -10.149 -8.489 0.378
H -8.851 -6.139 -9.166 0.167
H -5.038 -4.419 -9.070 0.155
H 4.331 -6.374 -6.781 0.395
H -7.370 -8.874 -1.441 0.434
H -6.448 -2.979 -8.027 0.160
H -6.911 -12.741 -6.667 0.277
N -4.245 -10.901 -11.367 -0.389
H -3.027 -13.195 -10.986 0.043
H -5.549 -12.299 -3.682 0.267
O -3.414 -7.351 -7.485 0.330
H -3.122 -12.490 -4.800 0.474
H -6.104 -2.688 -6.265 0.264
C -1.122 -10.479 -14.648 -0.547
H -0.420 -10.950 -15.337 0.309
H -4.870 -9.508 -4.140 -0.544
O -7.945 -7.001 -10.873 -0.178
H -0.888 -7.262 -10.751 -0.105
H -4.040 -10.671 -10.405 0.072
H -4.057 -11.498 -3.375 -0.016
C 0.955 -10.172 -8.480 -1.287
O -2.131 -11.436 -14.441 -0.430
H -3.167 -4.294 -2.095 0.421
O -0.070 -6.935 -12.619 -0.432
H -2.127 -3.495 -6.311 0.199
H -2.808 -9.191 -3.566 0.095
C -7.814 -8.710 -13.352 -1.611
N -2.013 -4.263 -6.957 -0.229
C -2.900 -11.853 -5.656 -0.345
H 1.753 -5.311 -6.502 0.200
H -1.499 -9.552 -15.079 0.211
C -5.718 -9.559 -3.458 0.428
H -3.726 -10.016 -13.717 0.343
H -4.446 -10.042 -11.859 -0.037
C -3.249 -10.979 -13.534 -0.939
H -4.439 -12.892 -9.651 0.027
C -2.507 -12.678 -11.793 -0.909
H -5.082 -7.811 -2.273 -0.056
H -6.353 -7.273 -13.887 0.493
C -8.498 -5.913 -10.172 -0.842
H -8.654 -13.146 -8.864 0.423
H -7.648 -7.234 -1.855 0.436
H -3.709 -3.647 -3.684 0.189
C -5.521 -4.373 -7.025 0.350
H -4.495 -5.071 -2.780 0.229
H -3.609 -11.027 -5.709 -0.043
H -3.942 -9.324 -7.171 -0.831
H -5.215 -14.204 -6.824 -0.016
N -1.191 -5.603 -8.348 0.209
C -0.328 -7.126 -4.377 -1.468
H -2.793 -4.453 -7.569 -0.002
C -2.263 -6.547 -2.824 -1.470
O -5.675 -10.558 -2.424 -0.456
H 3.643 -2.785 -9.800 0.318
H -3.335 -7.177 -10.362 -0.599
C -7.303 -6.463 -12.048 -0.899
H 4.111 -4.198 -10.616 0.319
H -8.126 -8.540 -2.931 0.337
C 3.277 -6.352 -7.058 -0.022
H 2.381 -3.919 -10.344 0.232
H -7.486 -9.698 -13.674 0.372
H -8.090 -5.921 -12.574 0.600
H 3.232 -4.659 -6.358 0.379
H -1.038 -8.396 -2.777 0.520
H -4.640 -15.777 -7.069 0.210
N -5.112 -4.914 -8.192 0.144
C 1.159 -6.235 -12.194 -0.721
H -7.139 -8.321 -8.124 -0.092
H 3.000 -8.407 -7.411 0.402
H -1.654 -11.466 -7.824 0.637
N -3.595 -6.794 -11.259 -0.322
H -2.127 -5.967 -8.452 -0.164
H 0.539 -9.164 -8.491 -0.017
H -8.515 -9.054 -12.591 0.257
H -5.168 -12.877 -8.064 -0.002
C -5.915 -8.109 -2.909 0.451
H 0.447 -10.697 -9.289 0.399
```

Values from the calculation:
**Molar mass**: 1032.2 g/mol
**Multiplicity**: 1
**Charge**: 0
**HOMO level**: -7.60 eV
**HOMO-LUMO gap**: 7.5659 eV

***

No. 2
The following is a DFT calculation (the ωB97M-V functional and the def2-TZVPD basis) of a 12-piece molecular cluster, C36H104N8O12 overall in a non-equilibrium geometry.

XYZ file:
```
160
Properties=species:S:1:pos:R:3:mulliken_charge:R:1
H 3.607 -5.238 0.389 0.391
H 0.997 -2.598 -4.457 0.412
H 3.761 2.030 -5.173 0.300
H -4.092 -1.702 -0.424 0.322
H 2.860 -0.189 3.401 0.131
H 0.282 -1.135 -1.152 -0.811
H -3.989 -0.211 -2.686 0.458
H 2.269 -2.645 3.778 -0.403
O 2.850 5.598 -3.491 -0.228
H -1.622 2.723 -2.943 0.426
H 4.162 4.766 -4.875 0.452
C 3.379 -0.948 2.815 -0.486
N 4.090 -2.308 4.654 -0.722
C 3.122 4.671 -4.565 -1.076
H -2.754 -2.297 -3.851 0.203
C -4.150 -1.003 1.633 0.885
H -0.140 1.844 -3.012 -0.066
H -2.472 -1.555 0.264 0.083
H 4.424 -0.647 2.743 0.420
C -2.221 4.867 3.502 -0.516
H -1.563 0.375 -1.840 -1.240
H 0.190 -0.351 0.474 -0.219
H 2.426 2.411 -5.985 0.225
H -1.539 -0.263 -4.757 0.365
C -1.837 0.516 -2.886 2.322
C 3.277 -2.363 3.474 1.303
C 3.380 -4.182 0.240 -0.726
H 3.332 1.861 -2.421 -0.039
H -3.760 1.277 -3.647 0.494
H -1.562 -4.230 -0.101 0.410
H 3.666 -1.119 -2.092 0.163
H 1.600 2.062 2.550 0.136
H -2.313 5.936 3.693 0.384
H 1.718 -0.072 -2.822 -0.621
H 4.302 -3.286 4.789 0.290
H 4.224 -3.673 -0.226 0.410
H -2.298 -2.509 3.588 0.325
H 2.211 0.685 -4.052 0.308
H 0.379 -0.418 4.827 0.498
C -1.103 -4.156 -2.765 0.173
H -3.507 -2.897 0.684 0.622
H 0.195 2.959 6.515 0.450
H -2.984 2.480 2.938 0.335
C -1.574 3.512 -0.025 -1.485
H 5.015 -1.961 4.444 0.344
O 2.173 2.053 1.780 -0.123
H -5.578 0.985 -0.970 0.304
H -2.440 4.320 4.419 0.225
H -0.841 -4.566 -3.741 0.398
O 1.510 0.547 -0.732 1.044
H 2.918 -1.024 1.830 -0.355
O -1.785 -3.309 3.453 -0.683
N -1.878 1.302 0.775 1.881
H 2.015 3.886 0.844 0.238
H -3.785 -0.227 3.347 0.344
N -1.423 -0.520 -3.787 -0.051
H -4.391 0.023 1.358 0.039
C 0.065 1.740 4.784 1.496
N 1.453 1.866 4.452 -0.586
H -3.128 -5.866 -3.696 0.427
C -1.830 2.707 1.209 1.332
C 3.783 -3.449 2.498 -1.259
H 0.031 -3.425 -0.321 -0.236
H 4.285 -0.046 -3.347 0.338
H 4.847 -3.304 2.314 0.342
C -3.445 0.730 -2.758 -1.302
H -0.912 2.849 1.778 -0.616
H -1.164 4.743 3.267 0.141
H 0.062 -2.695 4.064 0.438
H 0.143 -3.731 2.646 0.430
H -0.410 -2.101 2.405 -0.292
H 2.594 7.200 -4.670 0.323
C -0.322 2.039 6.243 -0.968
O 2.779 -3.569 -4.093 -0.412
H -2.901 -3.537 -1.713 -0.523
C -5.120 1.845 -1.458 -1.029
C -3.050 3.114 2.054 -0.618
C 2.645 -1.243 -4.063 0.172
H 4.551 0.986 -0.026 -0.240
C 2.719 3.298 1.433 -0.734
H -5.868 -1.236 3.037 0.471
H 4.209 6.960 -4.201 0.322
N 2.773 2.206 -5.059 -0.580
H -0.759 3.223 -0.688 0.139
H -2.610 -0.146 2.415 -0.304
H 0.059 1.236 6.874 0.358
H 6.768 2.453 -0.834 0.292
N -3.135 -3.231 -3.794 -0.164
H -2.810 -6.082 -1.987 0.332
H -8.186 -2.406 2.295 0.303
N 1.744 -0.181 -3.826 -0.157
H -5.183 2.679 -0.759 0.273
H 3.161 7.643 -2.978 0.234
C 3.196 6.930 -3.802 -0.812
H 1.550 -1.324 0.110 -0.130
H -1.961 2.652 8.285 0.336
H -1.487 4.573 0.210 0.569
C -5.512 -1.636 2.088 -1.074
O -1.721 2.073 6.279 -0.229
C -0.423 -2.927 3.116 -0.247
H -7.264 -3.419 1.196 0.343
H -5.416 -2.709 2.256 0.467
O -0.553 -4.904 -1.737 -0.379
C 3.554 2.837 -2.851 -1.140
H 2.977 -1.273 -5.101 0.571
H -2.527 3.503 -0.556 0.204
C -1.171 1.824 -3.363 -1.521
C 5.580 0.988 -0.385 -0.153
C 2.736 3.277 -4.049 0.935
C -7.662 -2.415 1.339 -0.818
C 1.894 -2.550 -3.840 0.319
C 2.363 -4.864 -3.723 -0.525
C -0.526 -4.357 -0.415 -0.254
O 2.932 -3.546 1.389 0.019
H -8.321 -2.206 0.497 0.245
H 3.280 3.562 -2.084 0.500
H -3.396 2.889 7.401 0.260
H -3.966 2.969 1.482 0.266
N -3.265 -0.844 2.739 -0.288
H 3.703 -4.371 3.074 0.352
H 3.001 3.887 2.306 0.348
H -0.417 -0.465 -3.706 -0.292
C -2.643 -4.033 -2.649 1.311
H 1.900 0.924 0.059 -0.739
H -0.089 -5.031 0.321 0.369
H 2.006 -4.916 -2.694 0.012
C -3.504 -1.825 0.486 -1.408
H 6.272 0.401 0.220 0.433
H -0.587 2.317 4.128 -0.914
H 5.510 0.604 -1.403 0.210
H -1.969 3.964 7.172 0.350
H 1.825 2.782 4.659 0.271
H 3.199 -5.555 -3.618 0.361
H -4.291 -5.445 -2.310 0.415
H -0.727 -3.136 -2.683 -0.379
O -3.070 4.515 2.419 -0.510
C 0.837 -0.642 -0.354 1.333
O -3.699 1.585 -1.643 0.116
H 1.707 3.259 -3.691 -0.359
H -0.257 0.109 3.309 -0.561
H 3.634 3.085 0.881 0.087
O -6.562 -1.518 1.126 -0.316
H -1.283 1.907 -4.444 0.543
H 2.566 -4.114 -0.482 -0.110
H 1.939 1.296 5.130 0.307
H -0.947 1.139 0.420 -1.013
H -5.703 2.109 -2.341 0.377
C 3.888 -1.043 -3.157 -1.318
H 4.637 2.878 -2.967 0.393
C -0.301 0.307 4.380 -0.863
H 2.547 4.965 -5.444 0.496
H -2.479 1.133 -0.018 -0.847
O 5.981 2.369 -0.290 -0.548
H -2.943 -3.736 -4.648 0.396
C -3.278 -5.419 -2.714 -1.555
H 1.604 -2.663 -2.796 -0.546
C -2.313 2.937 7.294 -0.902
H 1.505 -5.261 -4.265 0.279
H 4.647 -1.763 -3.463 0.526
H -1.302 0.012 4.696 0.634
```

Values from the calculation:
**Relative energy (zero: lowest compared OMol25 entry of this formula, charge and spin)**: 0.000 eV
**Molar mass**: 841.3 g/mol
**⟨S²⟩**: 0.76
**Multiplicity**: 2
**Charge**: +1
**HOMO level (alpha / beta)**: -11.07 / -11.07 eV
**HOMO-LUMO gap (alpha / beta)**: 9.1502 / 3.7265 eV